Density functional theory data (ωB97M-V with the def2-TZVPD basis set) for a structure of composition C20H23BN10O3Sn at a distorted geometry.

Last column: Löwdin spin population.
Positions of all 58 atoms, in Å:
1 Sn 0.500 -0.029 0.118  0.1208
2 O -3.104 -3.755 -6.724  0.0000
3 O 2.816 -0.046 0.637  0.5821
4 O -3.240 -1.470 -4.283  0.0001
5 N -2.272 -1.563 -6.330  0.0001
6 N -2.398 -1.302 0.968  0.0039
7 N 0.082 0.134 -2.509  0.0460
8 N -1.382 -0.010 2.853  0.0026
9 N -3.968 -0.026 2.447  -0.0001
10 N -1.285 -1.520 0.240  0.0437
11 N -0.130 0.007 2.353  0.0275
12 N -4.953 -0.025 1.514  0.0000
13 N -1.331 1.404 0.171  0.0353
14 N -2.418 1.230 0.945  0.0032
15 C -0.159 0.188 -5.263  -0.0009
16 C 0.902 0.825 -4.635  0.0010
17 C 0.722 0.037 3.376  0.0028
18 C -2.306 -1.214 -5.021  0.0003
19 C 0.019 0.041 4.575  0.0001
20 C -1.498 2.531 -0.519  0.0013
21 C -1.308 0.013 4.196  0.0004
22 C -6.095 -0.018 2.170  0.0000
23 C -0.943 -0.462 -3.112  0.0024
24 C -5.879 -0.015 3.562  0.0000
25 C 0.991 0.761 -3.258  0.0029
26 C -2.713 3.114 -0.179  0.0002
27 C -2.669 -3.236 -0.079  0.0002
28 C 4.095 0.045 0.125  0.0591
29 C -3.267 2.252 0.748  0.0003
30 C -3.246 -2.329 0.789  0.0004
31 C -1.438 -2.678 -0.401  0.0021
32 C -4.518 -0.018 3.694  0.0000
33 C -1.100 -0.482 -4.492  0.0013
34 C -3.326 -2.384 -6.907  0.0000
35 B -2.565 -0.027 1.852  0.0009
36 H -3.088 -4.161 -0.433  0.0001
37 H -1.400 -1.524 -6.830  0.0000
38 H 4.155 -0.337 -0.904  0.0217
39 H -0.740 2.868 -1.210  0.0003
40 H 1.809 1.236 -2.725  0.0005
41 H -3.340 -2.211 -7.980  0.0000
42 H -3.951 -0.015 4.605  0.0000
43 H 0.410 0.064 5.577  0.0001
44 H -4.263 -2.055 -6.460  0.0000
45 H -3.324 -4.000 -5.820  0.0000
46 H -6.614 -0.006 4.348  0.0000
47 H -4.209 2.319 1.261  0.0002
48 H -0.254 0.247 -6.340  0.0000
49 H -1.691 -0.934 -2.485  0.0003
50 H 1.645 1.360 -5.209  0.0002
51 H -2.176 0.003 4.823  0.0003
52 H 4.503 1.058 0.165  -0.0006
53 H -3.136 4.026 -0.563  0.0001
54 H -4.204 -2.365 1.274  0.0003
55 H 1.785 0.054 3.192  0.0032
56 H -0.658 -3.056 -1.045  0.0005
57 H -7.028 -0.017 1.629  0.0000
58 H 4.742 -0.628 0.707  0.0322

Values from the calculation:
relative energy (zero: lowest compared OMol25 entry of this formula, charge and spin) = 19.6 kcal per mole
charge = +1
2S+1 = 2
⟨S²⟩ = 0.7589
orbital gap (alpha / beta) = 8.9172 / 6.7122 eV
HOMO (alpha / beta) = -11.72 / -11.73 eV
E = -1788.226356 hartree